(1)
Density functional theory data (ωB97M-V with the def2-TZVPD basis set) for a molecular structure, C36H36N7Pt.

Values from the calculation:
Total charge: +1
Multiplicity: 1
HOMO energy: -9.00 eV
Energy relative to the best compared isomer or geometry (same formula, charge and spin): 21.2 kcal/mol

Atoms and positions in Å:
Pt 0.37325 0.16233 0.77949
N 3.26968 2.12359 -2.43860
N 2.23272 6.39496 5.63076
N -0.12210 2.08202 0.72077
N -4.00520 0.48143 2.60781
N -1.36263 0.03941 1.84253
N 1.77803 0.82438 -0.49948
N 1.19876 -1.59996 1.49352
C 1.45416 -0.24201 3.49204
C 1.29982 3.93292 1.21990
C 2.59933 -2.44986 3.49994
C 0.97445 2.84149 0.43804
C -0.67124 -4.96582 -0.04070
C 3.56954 -1.91639 4.56539
C -3.16492 1.48260 2.47435
C 3.62175 0.91775 3.84969
C -3.53550 -0.74609 2.36894
C 0.85554 -4.06282 1.58055
C -0.10293 -2.65295 -0.12999
C 0.92862 6.22404 5.53634
C -0.88216 2.36912 1.81423
C -1.71241 -3.53132 -1.82101
C 2.99550 5.95481 4.64995
C -0.57691 3.43145 2.63850
C 3.20664 0.79063 -2.37799
C 2.42266 0.27952 4.55006
C 0.31982 -6.49057 1.68086
C 2.58862 2.80955 -1.55025
C 0.32079 5.59336 4.46320
C 0.71243 -2.76463 1.03576
C 1.81479 2.19966 -0.56131
C 2.87835 -0.87371 5.43872
C 4.79436 -1.28192 3.91082
C 0.57209 4.20418 2.39077
C 3.37658 -0.68515 1.94654
C 1.11654 5.07339 3.43748
C 4.32871 -0.14365 3.00868
C -0.80116 -3.71659 -0.65053
C -1.83602 1.30502 2.09347
C 2.49617 5.28469 3.54635
C 2.46803 0.13611 -1.41666
C 2.11832 -1.31180 2.59075
C -2.22891 -0.97238 1.98538
C 0.16965 -5.14204 1.05315
H -1.86040 -1.97350 1.80307
H 1.90551 1.03328 5.15616
H 1.15360 0.61961 2.87738
H 3.07151 0.13478 1.29158
H -1.24953 -2.90476 -2.57969
H 3.19341 4.89838 2.82105
H 3.12583 -3.20327 2.91265
H -3.55626 2.47566 2.63891
H -0.75243 5.50112 4.44239
H -1.15074 3.57111 3.53863
H -4.23366 -1.56050 2.48565
H 2.42602 -0.94347 -1.34745
H 3.87727 -1.44480 1.34208
H 3.88824 -2.76042 5.18507
H 2.17876 4.50413 0.97511
H 0.03763 -6.45253 2.73119
H -1.98313 -4.48587 -2.26300
H 0.34484 6.58662 6.37037
H 3.57284 -0.51082 6.19674
H -2.62803 -3.03788 -1.49500
H 4.30974 1.32788 4.58908
H -0.17261 -1.66995 -0.61092
H 5.46376 -0.89633 4.68148
H 1.35787 -6.81262 1.63268
H 1.47540 -4.24859 2.43520
H -1.22869 -5.80616 -0.42216
H 2.02369 -1.31627 5.95475
H 3.76103 0.24802 -3.12596
H 1.75153 -2.90959 4.01129
H -0.29880 -7.22989 1.17978
H 0.56562 -0.66970 3.96563
H 4.05798 6.12323 4.76696
H 3.28306 1.74035 3.21402
H 5.34565 -2.02407 3.33128
H 5.18846 0.30551 2.50198
H 2.63399 3.88892 -1.63454

(2)
Density functional theory data (ωB97M-V with the def2-TZVPD basis set) for a molecular structure, C5H7BrIN2.

Values from the calculation:
Total charge: +1
Multiplicity: 1
HOMO energy: -13.58 eV
Energy relative to the best compared isomer or geometry (same formula, charge and spin): 52.0 kcal/mol

Atoms and positions in Å:
I -2.55020 0.55781 -0.14556
Br 2.32541 1.03614 -0.40164
N 0.16125 1.65090 1.27891
N 0.53939 -0.89274 1.26738
C -0.26269 -0.84284 -1.55890
C 0.13643 -1.92989 -0.89209
C -0.46271 0.48617 -0.90872
C 0.38799 -1.89613 0.53906
C 0.51156 0.71430 0.20117
H 0.46332 2.61743 1.07987
H 0.22341 -2.88222 -1.39162
H -0.88279 1.62525 1.40440
H 0.62326 1.32224 2.14444
H -0.41672 1.28860 -1.64995
H 0.42394 -2.85027 1.06064
H -0.51998 -0.90202 -2.60497

(3)
Density functional theory data (ωB97M-V with the def2-TZVPD basis set) for 4 unconnected molecules or ions with the total composition C2H14N2O3.

Values from the calculation:
Multiplicity: 1
HOMO energy: -8.93 eV
Energy relative to the best compared isomer or geometry (same formula, charge and spin): 30.4 kcal/mol

Atoms and positions in Å:
O -0.61040 2.29439 0.23070
O 3.68882 -1.14612 -1.61862
O 4.17337 2.25232 -2.20701
N -2.24583 -0.32548 0.75543
N -1.64400 -2.22596 -0.38303
C -2.37553 0.56642 1.94010
C -1.54476 -1.60508 0.98529
H 4.80979 2.00143 -1.53140
H 4.68440 2.83417 -2.77573
H -2.43984 1.58793 1.54101
H 2.88279 -1.57717 -1.91939
H -1.49101 -3.22556 -0.31080
H 3.72496 -0.27077 -2.02192
H -0.48736 -1.43364 1.18914
H -1.42731 0.57463 2.46671
H 0.20662 2.61336 -0.17521
H -3.17893 0.28530 2.64020
H -0.73672 1.42795 -0.17910
H -2.00400 -2.15379 1.80043
H -0.81918 -1.89531 -0.86364
H -3.16586 -0.57904 0.43686

(4)
Density functional theory data (ωB97M-V with the def2-TZVPD basis set) for a molecular structure, C42H41N6PPbSSbSi.

Values from the calculation:
Total charge: +1
Multiplicity: 1
HOMO energy: -8.59 eV

Atoms and positions in Å:
Pb -1.73319 0.68939 -0.07152
Sb 0.72366 3.81830 -0.42758
S -1.39628 3.76009 0.39346
P -3.20258 -2.13313 2.36095
Si -0.59241 -2.95890 -0.60408
N -3.69241 -0.56423 -0.01636
N -2.01721 -0.45820 4.14543
N -0.04177 -1.29541 -0.06922
N -1.98766 0.49470 2.17957
N 2.13891 -3.11522 -0.08927
N -4.95761 -2.31953 0.28496
C 0.82380 -4.45766 1.56283
C 0.71726 6.82131 -0.78801
C -3.95139 -1.58439 0.81655
C -0.30995 3.87337 -3.21677
C 2.61360 1.95315 2.95352
C 0.73506 -1.35165 2.29448
C -0.38468 -2.83235 -4.77610
C 1.48664 5.75865 -0.32674
C 1.13663 -4.41506 2.86041
C 3.66184 1.19862 2.45177
C 1.19129 1.82442 -4.32951
C 0.47672 -1.95152 1.13997
C 0.85051 -3.31665 0.60663
C 0.25587 2.49484 -5.10042
C -1.42146 1.36036 3.09394
C -2.23761 -1.43137 5.19379
C 2.05115 2.66131 0.71928
C -1.46067 -4.86834 -4.09866
C 1.21218 8.11204 -0.69879
C 1.17722 -1.05372 -0.84329
C -5.53867 -3.50185 0.88363
C -4.56041 -0.66653 -1.08516
C 1.36693 -1.97502 3.43992
C 3.12587 1.92817 0.22546
C -1.41766 0.76875 4.30755
C 2.16866 -1.95409 -0.83714
C -5.34192 -1.75380 -0.90921
C -1.00398 -4.02911 -5.10361
C 2.46433 8.33837 -0.14453
C -0.20350 -2.47981 -3.44811
C 3.92149 1.19194 1.09073
C 2.73793 5.98239 0.23272
C -2.37884 -0.60961 2.84812
C 0.63929 3.21280 -2.43981
C -0.49313 3.52033 -4.54437
C -1.29957 -4.50174 -2.77211
C 1.55115 -3.28274 3.67515
C 1.38551 2.18352 -3.00243
C 2.72525 -4.30227 -0.68468
C 1.80872 2.68006 2.09093
C -0.65819 -3.30961 -2.42216
C 3.22497 7.27898 0.32240
H 2.07366 -4.75221 -1.44469
H 0.10861 2.21833 -6.13515
H -1.09210 2.33713 2.79918
H 2.92474 -5.04048 0.09038
H 3.33767 5.15773 0.59919
H -1.89363 -3.28363 -0.00111
H 0.98880 3.26286 2.48976
H 0.47248 -0.30614 2.39425
H 2.84493 9.34736 -0.07183
H -2.12124 -0.93792 6.15629
H 1.77778 1.02442 -4.76028
H -0.27199 6.65486 -1.19557
H -4.56589 0.04693 -1.88847
H -6.13558 -2.16664 -1.50118
H 0.61807 8.94166 -1.05436
H -0.92843 4.65216 -2.78707
H 3.67106 -4.03446 -1.15319
H 2.01513 -3.54632 4.61677
H -1.22677 4.04253 -5.14215
H 1.24489 -0.11557 -1.37004
H 2.41801 1.97436 4.01653
H 3.37450 1.93466 -0.82518
H -4.83614 -4.33539 0.85141
H -1.08044 1.10954 5.26816
H 4.74738 0.61484 0.69982
H 1.07389 -5.35390 3.39801
H -1.68857 -5.15694 -2.00200
H -5.79637 -3.29595 1.92216
H 1.70018 -1.28779 4.20960
H -1.52117 -2.24977 5.11139
H 2.12529 1.64986 -2.42588
H -1.13391 -4.30549 -6.14035
H 4.19721 7.45944 0.75854
H -0.03447 -2.17350 -5.55958
H 3.07093 -1.78445 -1.40904
H 4.28479 0.62303 3.12165
H -6.43591 -3.76466 0.32945
H -3.24867 -1.82848 5.10580
H 0.50138 -5.41337 1.16662
H -1.95023 -5.79972 -4.34706
H 0.30037 -1.55134 -3.21532

Number 1: maximum force 1.614 eV/Å, LUMO energy -0.17123 Ha. Number 2: maximum force 4.337 eV/Å, LUMO energy -0.16689 Ha. Number 3: maximum force 2.286 eV/Å, LUMO energy 0.01612 Ha. Number 4: maximum force 0.525 eV/Å, LUMO energy -0.07480 Ha.